[1]
{
  "formula": "C5H8O",
  "method": "wB97M-V/def2-TZVPD",
  "orbital_gap_ev": 9.063,
  "energy_ha": -270.38467,
  "largest_force_ev_per_a": 2.7,
  "homo_energy_ev": -8.5,
  "species": ["C", "C", "C", "C", "C", "O", "H", "H", "H", "H", "H", "H", "H", "H"],
  "coordinates": [[1.79037, -0.60672, 0.01585], [0.90314, 0.29838, -0.77472], [0.93484, 0.35061, 0.77786], [-0.27967, 0.14645, 0.03224], [-1.59892, 0.80218, 0.00972], [-0.83345, -2.02621, 0.01105], [1.47427, -1.63998, 0.05688], [2.85984, -0.43694, -0.01348], [1.12737, 0.98268, -1.56685], [1.19528, 1.10414, 1.49232], [-2.12655, 0.55385, -0.90886], [-1.46701, 1.88758, 0.05523], [-2.19996, 0.49512, 0.86081], [-1.77955, -1.91113, -0.04803]],
  "forces_ev_per_angstrom": [[0.0946, -0.0257, -0.0340], [-0.6320, -0.5626, 0.2664], [-0.6063, -0.4655, -0.1485], [0.3583, -2.1264, -0.2734], [-0.0432, 0.0972, -0.0250], [1.2086, 2.4493, 0.1182], [-0.0900, -0.0761, -0.0060], [-0.0135, 0.1882, 0.0038], [0.0686, 0.2579, -0.1283], [0.0503, 0.2058, 0.1866], [0.0209, -0.0009, 0.0193], [0.0034, 0.0149, -0.0064], [0.0330, -0.0299, 0.0493], [-0.4527, 0.0739, -0.0220]],
  "nbo_charge": [-0.3732, -0.2000, -0.2006, 0.3472, -0.6740, -0.9901, 0.2646, 0.2149, 0.2352, 0.2350, 0.2418, 0.2298, 0.2460, 0.4235]
}

---

[2]
{
  "formula": "C9H14N",
  "method": "wB97M-V/def2-TZVPD",
  "orbital_gap_ev": [6.514, 7.312],
  "energy_ha": -405.61556,
  "total_charge": 1,
  "largest_force_ev_per_a": 4.0,
  "homo_energy_ev": [-12.1, -12.5],
  "species": ["C", "C", "C", "C", "C", "C", "C", "C", "C", "N", "H", "H", "H", "H", "H", "H", "H", "H", "H", "H", "H", "H", "H", "H"],
  "coordinates": [[2.12077, 2.35739, 0.15906], [-1.10309, -1.46473, -0.25783], [1.12883, -0.73446, 1.39047], [-0.12128, -0.70638, 0.57797], [-1.17884, 0.06840, -0.00083], [1.96176, -0.07363, 0.27854], [-1.01856, 0.97108, -1.21354], [-2.36630, 0.39211, 0.91633], [2.55172, -0.87359, -0.84969], [2.01714, 1.19767, 0.37842], [2.77880, 3.23157, 0.14932], [-0.94164, -1.74340, -1.30770], [-1.81085, -2.25059, 0.09856], [1.12877, -0.11456, 2.26265], [1.45763, -1.67593, 1.68937], [-0.12906, 1.53609, -0.98508], [-1.78593, 1.76672, -1.31112], [-0.73608, 0.42897, -2.16659], [-2.11927, 1.29067, 1.51028], [-2.65773, -0.49086, 1.47545], [-3.05936, 0.59925, 0.05220], [3.35530, -1.37789, -0.50787], [2.76678, -0.18252, -1.62858], [1.77980, -1.59349, -1.21288]],
  "forces_ev_per_angstrom": [[0.2728, -0.4800, -0.2315], [0.5255, -0.0610, -0.5691], [-0.8587, 1.2298, -0.9132], [1.1269, -0.6631, -0.5043], [-1.6613, -1.3726, 0.1402], [-2.0414, -3.0258, 0.9997], [1.3913, 0.3423, -0.3495], [0.4409, 1.0632, -1.7069], [-3.7407, 1.2387, -0.4818], [0.8256, 3.0788, -1.0737], [-0.4560, -0.4190, 0.5223], [0.7415, 0.3361, 0.2889], [0.6522, 0.9540, 0.6258], [-0.3023, 0.5620, 0.4521], [0.4558, -1.7640, 0.1162], [0.4574, 0.5966, -0.2199], [0.0768, -1.0391, -0.1353], [-0.8872, 0.5160, 1.0505], [-0.6862, -0.4604, -0.0992], [-0.1358, 0.3076, 0.2825], [-0.3028, 0.0436, 1.6978], [2.8720, -1.6885, 0.8187], [0.5203, 0.2590, -0.8811], [0.7134, 0.4459, 0.1708]],
  "nbo_charge": [0.2144, -0.4963, -0.4731, 0.3846, -0.1190, 0.1418, -0.6123, -0.5801, -0.6146, -0.2639, 0.2721, 0.2619, 0.2740, 0.2568, 0.2546, 0.2127, 0.2534, 0.2374, 0.2268, 0.2261, 0.2389, 0.2371, 0.2342, 0.2324]
}

---

[3]
{
  "formula": "C5H8OSe",
  "method": "wB97M-V/def2-TZVPD",
  "orbital_gap_ev": 8.859,
  "energy_ha": -2671.90633,
  "smiles": "O=C[C@@H]1CCC[Se]1",
  "largest_force_ev_per_a": 5.3,
  "homo_energy_ev": -8.2,
  "species": ["O", "C", "C", "C", "C", "C", "Se", "H", "H", "H", "H", "H", "H", "H", "H"],
  "coordinates": [[1.71149, -2.31378, -0.61249], [0.73506, -2.05865, 0.01164], [0.52670, -0.87938, 0.85087], [-0.78450, -0.08713, 0.77033], [-0.90852, 0.74633, -0.52469], [0.33860, 1.67429, -0.73180], [1.88050, 0.70095, 0.20683], [-0.23867, -2.60308, 0.13453], [0.86992, -1.04815, 1.83144], [-1.03268, 0.66490, 1.48555], [-1.54047, -0.74647, 0.66354], [-0.87921, 0.29482, -1.49377], [-1.77658, 1.27462, -0.50351], [0.75473, 1.76543, -1.85479], [0.34364, 2.61531, -0.23369]],
  "forces_ev_per_angstrom": [[0.1801, -0.9082, -0.4170], [-1.6506, 0.5036, 0.5275], [1.5482, 4.9502, -0.9650], [1.9049, 0.9377, -2.2633], [4.0325, -0.0007, -0.7313], [1.9864, -1.3742, -1.1746], [-1.5774, -0.9606, 0.1509], [0.5348, -1.1191, -0.8720], [0.2698, -0.3698, 1.3692], [0.4728, -0.1589, 1.3700], [-2.9262, -2.3911, 0.3189], [-0.4439, -1.5834, -0.2240], [-2.5378, 1.7667, 0.2180], [-1.4386, -0.0781, 2.5769], [-0.3550, 0.7859, 0.1158]],
  "nbo_charge": [-0.4716, 0.4148, -0.3664, -0.4240, -0.4166, -0.5176, 0.1399, 0.0926, 0.2527, 0.2310, 0.2085, 0.2110, 0.2087, 0.2298, 0.2072]
}